[1]
78
Properties=species:S:1:pos:R:3:forces:R:3:lowdin_charge:R:1 method="wB97M-V/def2-TZVPD" multiplicity=4 orbital_gap_ev="7.06 / 6.56" e_lumo_ev="-3.494 / -4.251" e_above_lowest_kcal_mol=0.0 energy_ev=-199842.82783 homo_energy_ev="-10.56 / -10.81" fmax_ev_per_a=1.05 charge=+1
Re -1.380 -0.841 -0.424 0.2 0.3 -1.0 1.635
O -7.465 -0.773 -1.032 0.1 -0.1 -0.1 0.199
C -6.281 -0.866 -0.968 0.0 0.1 0.1 -0.206
C -5.461 -1.443 0.226 0.1 0.0 -0.2 -0.261
O -5.880 -2.069 1.158 -0.1 0.0 0.1 0.160
C -4.085 -1.076 -0.113 0.1 0.1 -0.2 -0.245
C -3.959 -0.464 -1.327 -0.1 -0.2 0.3 -0.271
O -2.761 -0.113 -1.728 -0.1 0.0 -0.1 -0.198
C -5.254 -0.376 -2.031 0.0 -0.1 0.1 -0.245
O -5.467 -0.083 -3.173 0.0 0.1 0.0 0.164
O -2.955 -1.280 0.596 -0.2 0.0 0.3 -0.211
Se -1.615 -4.524 0.527 -0.1 0.0 0.0 0.765
Se 0.528 -3.875 -0.051 0.1 0.1 -0.1 0.721
C 0.655 -2.536 1.306 0.1 0.0 0.1 -0.722
C 1.544 -2.758 2.342 -0.1 0.0 0.0 -0.099
C 1.608 -1.853 3.386 0.0 0.0 0.0 -0.019
C 0.754 -0.766 3.366 -0.1 0.0 0.0 -0.032
C -0.087 -0.595 2.286 -0.1 0.0 0.1 -0.095
N -0.136 -1.450 1.251 0.2 -0.1 0.0 -0.120
C -2.499 -3.867 -1.044 0.2 -0.1 0.0 -0.658
C -3.527 -4.640 -1.560 0.1 0.0 0.0 -0.083
C -4.047 -4.310 -2.797 0.0 0.0 0.0 -0.016
C -3.477 -3.263 -3.504 0.0 0.0 0.0 -0.016
C -2.483 -2.524 -2.898 0.0 0.0 0.0 -0.113
N -2.028 -2.772 -1.654 -0.3 0.0 0.1 -0.086
H 2.153 -3.649 2.330 0.0 0.0 0.0 0.111
H 2.290 -2.013 4.209 0.0 0.0 0.0 0.125
H 0.723 -0.049 4.173 0.0 0.0 0.0 0.123
H -0.757 0.250 2.247 0.0 0.0 0.0 0.099
H -3.874 -5.509 -1.019 0.0 0.0 0.0 0.113
H -4.854 -4.891 -3.223 0.0 0.0 0.0 0.126
H -3.812 -2.996 -4.494 0.0 0.0 0.0 0.125
H -2.053 -1.674 -3.401 -0.1 0.0 0.0 0.102
C -1.458 2.615 -2.581 0.1 0.0 0.0 -0.138
Si -0.153 1.607 -1.729 -0.1 0.1 0.2 0.438
C 1.443 2.564 -1.745 0.0 -0.1 0.1 -0.168
C 0.184 -0.074 -2.536 -0.2 0.0 0.2 -0.181
N -0.827 1.030 -0.173 0.1 0.1 0.3 -0.225
C -1.335 1.973 0.755 0.0 0.0 -0.2 -0.358
C -0.617 3.146 1.002 0.0 0.0 0.1 -0.050
C -1.089 4.090 1.899 0.0 0.0 0.0 -0.065
C -2.282 3.884 2.577 0.0 0.0 0.0 -0.077
C -2.999 2.722 2.339 0.0 0.0 0.0 -0.060
C -2.538 1.777 1.435 0.0 0.0 0.0 -0.041
H -1.094 3.019 -3.526 0.0 0.0 -0.1 0.045
H -1.722 3.463 -1.945 0.0 0.0 0.0 0.046
H -2.358 2.037 -2.770 -0.1 0.0 0.0 0.027
H 1.687 2.684 -2.804 0.0 0.0 -0.1 0.049
H 2.266 2.027 -1.276 0.0 0.0 0.0 -0.010
H 1.367 3.566 -1.327 0.0 0.1 0.0 0.035
H 1.217 -0.115 -2.882 0.1 0.0 0.0 0.049
H -0.487 -0.298 -3.361 0.0 0.0 0.0 0.038
H 0.196 -0.954 -1.847 0.2 -0.3 -0.1 -0.023
H 0.323 3.318 0.502 0.1 0.0 0.0 0.077
H -0.516 4.991 2.068 0.0 0.0 0.0 0.110
H -2.648 4.620 3.278 0.0 0.0 0.0 0.107
H -3.935 2.546 2.851 0.0 0.0 0.0 0.113
H -3.124 0.888 1.263 0.0 0.0 0.0 0.090
C 5.680 -1.192 -0.709 0.0 0.0 0.0 -0.093
N 5.394 -0.058 0.155 0.1 -0.1 -0.1 -0.219
C 6.400 0.996 0.096 0.1 0.1 -0.1 -0.049
C 4.123 0.212 0.529 -0.1 0.0 -0.1 -0.742
S 2.801 -0.506 -0.238 0.0 -0.2 0.0 0.712
N 3.991 1.090 1.546 -0.2 0.2 0.1 -0.198
C 5.022 1.277 2.553 0.0 0.0 0.2 -0.048
C 2.726 1.722 1.868 0.0 0.0 0.0 -0.073
H 6.733 -1.445 -0.592 0.0 0.0 0.0 0.094
H 5.481 -0.956 -1.757 0.0 0.0 0.0 0.090
H 5.069 -2.044 -0.425 0.0 0.0 0.0 0.062
H 6.747 1.082 -0.935 0.0 0.0 0.0 0.099
H 7.257 0.776 0.733 0.0 0.0 0.0 0.097
H 5.970 1.952 0.388 0.1 -0.1 -0.1 0.087
H 5.796 0.520 2.449 -0.1 0.1 0.1 0.091
H 4.562 1.171 3.538 0.0 0.0 0.0 0.094
H 5.477 2.269 2.497 0.0 0.0 0.0 0.097
H 1.992 1.504 1.097 0.0 0.0 0.0 0.023
H 2.870 2.801 1.955 0.0 0.0 0.0 0.102
H 2.348 1.351 2.823 0.0 0.0 0.0 0.076

[2]
14
Properties=species:S:1:pos:R:3:forces:R:3:lowdin_charge:R:1 method="wB97M-V/def2-TZVPD" orbital_gap_ev=8.39 e_lumo_ev=-0.555 e_above_lowest_kcal_mol=113.2 energy_ev=-9842.37200 homo_energy_ev=-8.94 fmax_ev_per_a=0.75
O 2.282 -0.037 0.120 0.1 0.2 0.1 -0.071
C 1.174 -0.587 -0.530 -0.2 -0.6 -0.1 -0.304
C -0.296 1.173 0.535 -0.2 0.1 0.1 -0.012
C 0.117 -1.130 0.447 0.4 -0.3 -0.1 -0.140
N -0.656 -0.016 1.027 0.0 0.2 -0.5 -0.022
C -1.451 1.549 -0.355 -0.7 0.3 0.3 -0.282
O -2.642 1.487 -0.193 0.2 0.4 0.1 0.043
H 1.963 0.802 0.498 0.0 -0.1 -0.1 0.065
H 0.723 0.147 -1.223 0.0 -0.3 0.2 0.100
H 1.512 -1.420 -1.144 0.2 -0.1 0.1 0.119
H 0.590 -1.786 1.177 0.0 0.1 0.1 0.120
H -0.636 -1.693 -0.123 0.3 -0.1 0.1 0.131
H -1.660 -0.206 1.100 0.1 -0.1 -0.4 0.130
H -0.999 1.655 -1.374 -0.2 0.2 0.1 0.121

[3]
103
Properties=species:S:1:pos:R:3:forces:R:3:lowdin_charge:R:1 method="wB97M-V/def2-TZVPD" multiplicity=6 orbital_gap_ev="6.09 / 7.38" e_lumo_ev="0.232 / -0.686" e_above_lowest_kcal_mol=0.0 energy_ev=-162987.91202 homo_energy_ev="-5.86 / -8.07" fmax_ev_per_a=0.41
Ir 0.365 -0.267 -0.698 -0.1 0.2 -0.3 0.701
C 3.326 1.712 -0.147 0.0 0.0 0.0 -0.501
C 3.898 0.325 -0.376 0.0 0.0 0.0 -0.527
S 3.058 -1.016 0.495 0.0 -0.1 0.1 0.866
C 3.658 -0.819 2.204 0.1 0.0 0.0 -0.490
C 2.589 -0.449 3.222 0.0 0.0 0.0 -0.526
S 2.085 1.284 3.156 0.0 0.0 0.0 0.901
C 0.363 1.144 3.688 0.0 0.0 0.0 -0.530
C -0.477 2.280 3.114 0.0 0.0 0.0 -0.508
S -1.079 1.914 1.435 0.0 0.0 0.0 0.849
C -0.414 3.297 0.485 0.0 0.0 0.0 -0.523
C 1.089 3.252 0.279 0.0 0.0 0.0 -0.491
S 1.627 1.867 -0.779 -0.1 -0.1 0.1 0.787
H 3.935 2.461 -0.655 0.0 0.0 0.0 0.087
H 3.299 1.936 0.917 0.0 0.0 0.0 0.021
H 4.954 0.319 -0.102 0.0 0.0 0.0 0.084
H 3.844 0.047 -1.430 0.0 0.0 0.0 0.055
H 4.493 -0.114 2.213 0.0 0.0 0.0 0.080
H 4.054 -1.796 2.485 0.0 0.0 0.0 0.061
H 2.958 -0.684 4.222 0.0 0.0 0.0 0.083
H 1.701 -1.051 3.038 0.0 0.0 0.0 0.033
H 0.302 1.137 4.777 0.0 0.0 0.0 0.084
H -0.013 0.191 3.313 0.0 0.0 0.0 0.024
H 0.083 3.218 3.088 0.0 0.0 0.0 0.072
H -1.346 2.447 3.751 0.0 0.0 0.0 0.070
H -0.682 4.238 0.970 0.0 0.0 0.0 0.088
H -0.945 3.272 -0.467 0.0 0.0 0.0 0.048
H 1.600 3.137 1.234 0.0 0.0 0.0 0.028
H 1.432 4.173 -0.196 0.0 0.0 0.0 0.087
N 2.485 -6.241 -4.730 0.0 0.0 0.0 0.140
C 2.176 -5.307 -4.134 0.0 0.0 0.0 -0.195
C 1.790 -4.141 -3.388 0.0 0.0 0.0 -0.246
C 2.441 -2.928 -3.599 0.0 0.0 0.0 -0.038
C 2.065 -1.808 -2.875 0.0 0.0 0.0 -0.143
C 1.048 -1.849 -1.913 0.1 0.1 0.0 -0.347
C 0.409 -3.084 -1.731 0.0 0.0 0.0 -0.156
C 0.762 -4.214 -2.449 0.0 0.0 0.0 -0.031
H 3.237 -2.869 -4.331 0.0 0.0 0.0 0.115
H 2.583 -0.877 -3.082 0.0 0.0 0.0 0.076
H -0.385 -3.177 -0.995 0.0 0.0 0.0 0.063
H 0.249 -5.153 -2.280 0.0 0.0 0.0 0.116
C -0.451 -1.227 0.998 0.1 0.0 0.1 -0.334
Ge -0.739 -2.741 2.128 0.0 0.0 0.0 0.829
C -1.800 -2.219 3.694 0.0 0.1 0.0 -0.272
C -2.447 -0.983 3.687 0.0 0.0 0.0 -0.129
C -3.247 -0.585 4.750 0.0 0.0 0.0 -0.087
C -3.412 -1.424 5.844 0.0 0.0 0.0 -0.094
C -2.786 -2.663 5.861 0.0 0.0 0.0 -0.089
C -1.993 -3.057 4.791 0.0 0.0 0.0 -0.112
C -1.768 -4.089 1.137 0.0 0.0 0.0 -0.284
C -3.005 -3.729 0.603 0.0 0.0 0.0 -0.128
C -3.747 -4.624 -0.154 0.0 0.0 0.0 -0.089
C -3.259 -5.904 -0.385 0.0 0.0 0.0 -0.093
C -2.039 -6.283 0.153 0.0 0.0 0.0 -0.088
C -1.301 -5.381 0.912 0.0 0.0 0.0 -0.106
C 0.960 -3.575 2.657 0.0 0.0 0.0 -0.284
C 1.391 -3.677 3.979 0.0 0.0 0.0 -0.114
C 2.628 -4.230 4.289 0.0 0.0 0.0 -0.089
C 3.457 -4.691 3.275 0.0 0.0 0.0 -0.095
C 3.047 -4.589 1.952 0.0 0.0 0.0 -0.086
C 1.812 -4.032 1.649 0.0 0.0 0.0 -0.135
H -2.320 -0.323 2.833 0.0 0.0 0.0 0.062
H -3.744 0.377 4.724 0.0 0.0 0.0 0.101
H -4.032 -1.117 6.677 0.0 0.0 0.0 0.100
H -2.921 -3.326 6.706 0.0 0.0 0.0 0.101
H -1.531 -4.038 4.814 0.0 0.0 0.0 0.101
H -3.397 -2.733 0.787 0.0 0.0 0.0 0.093
H -4.705 -4.326 -0.563 0.0 0.0 0.0 0.101
H -3.832 -6.604 -0.979 0.0 0.0 0.0 0.100
H -1.658 -7.282 -0.018 0.0 0.0 0.0 0.102
H -0.345 -5.690 1.321 0.0 0.0 0.0 0.093
H 0.764 -3.308 4.784 0.0 0.0 0.0 0.091
H 2.943 -4.302 5.322 0.0 0.0 0.0 0.101
H 4.419 -5.125 3.515 0.0 0.0 0.0 0.101
H 3.691 -4.934 1.152 0.0 0.0 0.0 0.108
H 1.517 -3.944 0.609 0.0 0.0 0.0 0.087
C -2.522 -1.209 -2.208 0.0 0.0 0.0 -0.230
P -1.498 0.297 -2.087 0.1 -0.1 0.1 0.852
C -1.089 0.635 -3.832 0.0 0.0 0.0 -0.364
C 0.227 0.889 -4.199 0.0 0.0 0.0 -0.107
C 0.556 1.131 -5.527 0.0 0.0 0.0 -0.073
C -0.432 1.117 -6.498 0.0 0.0 0.0 -0.082
C -1.752 0.868 -6.141 0.0 0.0 0.0 -0.076
C -2.079 0.630 -4.817 0.0 0.0 0.0 -0.091
C -2.747 1.578 -1.733 0.0 0.0 0.0 -0.377
C -3.687 1.354 -0.728 0.0 0.0 0.0 -0.120
C -4.594 2.342 -0.376 0.0 0.0 0.0 -0.081
C -4.566 3.574 -1.016 0.0 0.0 0.0 -0.085
C -3.630 3.810 -2.013 0.0 0.0 0.0 -0.083
C -2.726 2.820 -2.371 0.0 0.0 0.0 -0.107
H -3.447 -1.029 -2.756 0.0 0.0 0.0 0.051
H -2.750 -1.571 -1.206 0.0 0.0 0.0 0.015
H -1.935 -1.976 -2.714 0.0 0.0 0.0 0.047
H 0.995 0.893 -3.437 0.0 0.0 0.0 0.044
H 1.585 1.325 -5.800 0.0 0.0 0.0 0.105
H -0.177 1.300 -7.534 0.0 0.0 0.0 0.103
H -2.526 0.858 -6.898 0.0 0.0 0.0 0.104
H -3.112 0.450 -4.546 0.0 0.0 0.0 0.108
H -3.703 0.406 -0.202 0.0 0.0 0.0 0.101
H -5.317 2.153 0.407 0.0 0.0 0.0 0.106
H -5.272 4.346 -0.739 0.0 0.0 0.0 0.102
H -3.606 4.766 -2.521 0.0 0.0 0.0 0.104
H -2.005 3.010 -3.157 0.0 0.0 0.0 0.108